[1]
Molecular formula: C13H50F6MnN23O18S2
Method: DFT, ωB97M-V/def2-TZVPD

Positions of all 113 atoms, in Å:
H1 -4.917 4.192 -0.302
C1 -2.094 1.758 -1.710
N1 -2.809 2.636 4.318
O1 -2.605 -0.110 0.208
N2 1.666 0.487 3.621
H2 4.153 1.720 1.125
C2 2.803 0.625 -4.302
O2 2.983 -0.736 4.994
N3 1.980 4.125 -2.937
O3 -5.955 5.425 1.565
H3 4.374 2.799 -2.024
O4 -3.075 -0.746 -2.121
C3 -6.427 -0.259 -1.042
O5 -1.414 -2.491 -3.654
N4 3.795 -2.511 -3.096
H4 3.895 -1.545 -2.811
H5 -2.194 -2.616 -3.092
O6 1.647 -2.494 -2.353
H6 -2.632 3.525 4.758
O7 -4.545 -0.070 3.991
O8 2.022 0.118 -3.462
H7 -4.428 5.519 3.413
H8 -3.413 3.924 0.401
F1 0.408 -3.031 0.218
N5 2.605 -4.443 -2.978
N6 2.523 -4.307 3.949
N7 0.813 -0.405 5.543
N8 -6.942 -1.054 -0.051
H9 -6.948 1.490 2.798
H10 -3.697 2.311 3.984
H11 -3.077 4.654 2.576
H12 4.536 -3.017 3.726
C4 1.051 4.160 -3.913
O9 -0.033 0.781 0.552
H13 1.693 -4.863 4.019
H14 -6.753 1.023 4.533
H15 4.538 -2.965 -3.596
C5 -5.365 0.381 3.180
H16 0.725 0.784 3.429
O10 1.733 -0.415 -0.645
H17 5.195 -3.458 5.310
H18 4.296 3.053 -0.306
H19 0.934 -1.056 6.299
H20 3.078 1.165 -6.221
F2 -2.496 1.822 -2.964
H21 -0.276 1.430 -4.143
S1 -2.152 -0.144 -1.165
C6 4.541 -3.222 0.879
H22 -4.333 -0.089 1.497
H23 -5.530 -0.431 -2.800
O11 3.587 -2.769 1.541
Mn1 0.283 -1.155 -3.267
C7 3.523 -4.419 4.828
N9 -6.503 1.013 3.562
N10 -0.540 -0.817 -1.461
N11 2.378 0.848 -5.575
H24 -1.210 0.590 2.513
H25 1.850 -5.037 -2.681
N12 4.524 -3.044 -0.456
H26 4.272 -0.025 0.833
H27 -1.006 -3.594 -0.956
F3 1.029 -1.882 1.901
H28 1.446 0.652 -5.888
N13 5.646 -3.764 1.406
H29 5.394 -3.241 -0.920
H30 6.469 -3.999 0.883
H31 0.145 5.367 -5.180
N14 -5.130 0.407 1.861
H32 -0.108 -0.091 5.293
F4 -0.873 2.257 -1.633
F5 -1.079 -1.992 1.481
N15 4.492 2.457 -1.091
C8 1.879 -0.266 4.726
N16 -3.993 5.057 2.633
H33 3.891 -2.338 -0.787
H34 2.675 4.849 -2.914
N17 0.945 5.352 -4.567
O12 -1.536 -4.368 -0.774
H35 -7.533 -0.582 0.611
H36 4.583 1.502 -4.783
F6 -2.975 2.421 -0.977
N18 4.077 0.939 -4.123
N19 -6.096 -0.941 -2.143
H37 4.467 0.878 -3.165
O13 -0.592 0.514 -4.257
H38 -2.753 1.096 2.272
O14 4.842 0.268 -1.585
H39 2.789 -3.657 3.227
H40 3.307 -4.850 -3.573
O15 3.574 -5.106 5.852
H41 2.388 0.565 2.934
H42 -1.105 0.531 -5.073
N20 -4.335 4.302 0.511
N21 4.578 -3.617 4.532
N22 -1.925 1.225 2.824
O16 0.399 3.166 -4.233
H43 -6.030 -1.935 -2.026
H44 5.595 -3.943 2.401
H45 1.332 6.240 -4.304
C9 4.664 1.156 -0.729
H46 -7.086 -1.998 -0.361
H47 2.058 3.187 -2.574
O17 -6.220 0.943 -0.848
C10 2.620 -3.121 -2.834
H48 -1.424 -3.239 -4.263
O18 -0.520 2.486 4.103
C11 -4.822 4.932 1.579
H49 -5.815 0.769 1.216
H50 -1.660 -4.359 0.180
C12 0.113 -1.956 0.929
C13 -1.653 2.158 3.750
S2 0.362 -0.385 -0.169
N23 4.468 0.932 0.592

Its charge is +1. The value obtained for the LUMO energy (spin up / spin down) is -3.1791 / -3.4295 eV. For the largest force on an atom, the calculation gives 5.1 eV Å⁻¹. For the HOMO-LUMO gap (spin up / spin down), the calculation gives 7.14 / 6.89 eV. The multiplicity is 6. Its energy is -5685.9164 Eh. The expectation value of S² is 8.7529.

Atom charges from the Löwdin analysis, given in e for atoms 1 to 2: 0.110 -0.628

=====

[2]
Molecular formula: CH3O3
Method: DFT, ωB97M-V/def2-TZVPD

Positions of all 7 atoms, in Å:
H1 1.630 -0.533 -0.648
H2 0.842 1.206 -0.071
H3 1.343 -0.407 0.955
O1 -2.493 0.644 0.008
C1 0.930 0.073 -0.005
O2 -0.412 -0.607 -0.191
O3 -1.839 -0.376 -0.048

Its charge is +1. The calculation puts the energy above the lowest of the compared OMol25 structures with the same formula, charge and spin at 5.869 eV. The value obtained for the LUMO energy (spin up / spin down) is -8.4892 / -9.9620 eV. For the largest force on an atom, the calculation gives 2.6 eV Å⁻¹. For the HOMO-LUMO gap (spin up / spin down), the calculation gives 10.27 / 8.51 eV. The multiplicity is 1. Its energy is -264.9618 Eh.

Atom charges from the Löwdin analysis, given in e for atoms 1 to 2: 0.144 0.142